Entry 1:
Computed, not measured: C9H27F6N3O8S2 as an isolated structure, with ωB97M-V with the def2-TZVPD basis set.

Last column: Löwdin charge in e.
Geometry (Å):
N (0.3964, 0.0290, -1.4631)  0.268
H (0.7976, -0.9164, -1.4320)  0.076
H (0.7559, 0.6094, -0.6644)  0.042
H (-0.6276, -0.0555, -1.3344)  0.079
H (0.5811, 0.4404, -2.3849)  0.078
C (-0.4123, 3.6608, -0.4168)  -0.685
F (0.7179, 4.1234, -0.9637)  0.137
F (-1.1922, 4.6866, -0.1252)  0.157
F (-1.0302, 2.8712, -1.2891)  0.130
S (-0.0867, 2.7179, 1.1351)  0.598
O (0.2783, 3.6492, 2.1335)  -0.236
O (-1.2903, 1.9730, 1.3553)  -0.289
N (1.0508, 1.6542, 0.6185)  -0.343
S (2.4697, 2.0273, 1.2842)  0.586
O (2.9462, 3.3122, 0.8754)  -0.269
O (2.6062, 1.6907, 2.6661)  -0.265
C (3.5493, 0.8142, 0.4167)  -0.660
F (2.8771, -0.3285, 0.1420)  0.101
F (4.0002, 1.3292, -0.7211)  0.144
F (4.5752, 0.5198, 1.2118)  0.148
C (-0.3381, -0.2268, -4.7628)  -0.058
C (0.0405, 1.2114, -4.9934)  -0.477
C (-1.0761, 2.0514, -5.6024)  -0.050
O (0.5576, 1.7891, -3.7785)  -0.078
H (-1.2365, -0.3443, -4.1545)  0.087
H (0.4917, -0.8046, -4.3462)  0.081
H (-0.5256, -0.6970, -5.7307)  0.090
H (0.8622, 1.2615, -5.7247)  0.137
H (-0.8314, 3.1144, -5.5788)  0.080
H (-2.0289, 1.9086, -5.0852)  0.085
H (-1.2202, 1.7718, -6.6469)  0.084
H (0.6861, 2.7353, -3.8892)  0.096
O (-2.1973, -0.7297, -0.7171)  -0.065
H (-1.8803, -1.2260, 0.0528)  0.018
H (-2.9421, -0.2257, -0.3716)  0.063
O (1.0311, -2.7932, -1.0929)  -0.044
H (1.7068, -3.4621, -1.2394)  0.059
H (0.3695, -3.2198, -0.5380)  0.052
C (0.0910, -0.7443, 4.3022)  -0.036
C (-0.1559, -1.6358, 3.0806)  -0.430
C (-1.1364, -2.7403, 3.3337)  -0.270
O (-0.9503, -3.3389, 4.5585)  -0.166
C (-1.9851, -4.2152, 4.9142)  -0.103
N (-0.5288, -0.9275, 1.8563)  0.049
H (0.8173, 0.0426, 4.0931)  0.069
H (0.4960, -1.3568, 5.1097)  0.078
H (-0.8286, -0.2650, 4.6551)  0.088
H (0.8320, -2.0697, 2.8643)  0.143
H (-1.0886, -3.4365, 2.4704)  0.124
H (-2.1616, -2.3314, 3.2012)  0.132
H (-2.5979, -4.5211, 4.0601)  0.085
H (-2.6649, -3.7284, 5.6250)  0.092
H (-1.5569, -5.1033, 5.3761)  0.087
H (-1.2522, -0.2363, 2.0624)  0.062
H (0.2391, -0.3144, 1.5925)  0.039

Properties
Energy relative to the best compared isomer or geometry (same formula, charge and spin)   0.000 eV
Spin multiplicity   1
Total energy   -2520.85535 Ha
Gap between HOMO and LUMO   9.661 eV
Highest occupied orbital energy   -9.72 eV
LUMO energy   -0.06 eV

***

Entry 2:
Computed, not measured: a 8-piece molecular cluster, H16O8 overall, with ωB97M-V with the def2-TZVPD basis set.

Last column: Löwdin charge in e.
Geometry (Å):
O (12.0462, -6.9800, 0.4987)  -0.062
H (11.9135, -7.7150, -0.0999)  0.030
H (12.8483, -7.1985, 0.9731)  -0.037
O (17.0476, -6.1048, 5.2851)  -0.053
H (17.9126, -5.7438, 5.0908)  0.026
H (16.4830, -5.7605, 4.5931)  -0.010
O (17.3308, -2.2437, 1.4497)  -0.045
H (17.9011, -1.6140, 1.0087)  0.033
H (17.4159, -3.0461, 0.9349)  -0.002
O (14.0674, -7.8173, 2.1358)  -0.047
H (14.9275, -7.9401, 2.5376)  0.063
H (13.5677, -7.3224, 2.7851)  -0.004
O (14.1879, -4.4473, 5.1486)  -0.064
H (14.6394, -3.6846, 5.5101)  0.035
H (14.3402, -4.3916, 4.2053)  -0.025
O (15.1347, -4.8965, 2.5614)  -0.032
H (15.8888, -4.7729, 1.9850)  0.010
H (14.6849, -5.6636, 2.2071)  0.015
O (12.2578, -6.2303, 3.5520)  -0.031
H (11.7061, -5.4672, 3.7238)  0.065
H (11.7097, -6.9800, 3.7841)  0.060
O (16.7046, -5.3207, 0.1136)  -0.028
H (17.5251, -5.6108, 0.5121)  0.050
H (16.5998, -5.8811, -0.6553)  0.055

Properties
Energy relative to the best compared isomer or geometry (same formula, charge and spin)   2.160 eV
Spin multiplicity   1
Total energy   -611.50325 Ha
Gap between HOMO and LUMO   10.537 eV
Structure (SMILES)   O.O.O.O.O.O.O.O
Highest occupied orbital energy   -10.57 eV
LUMO energy   -0.03 eV

***

Entry 3:
Computed, not measured: C22H22N2O5 in the gas phase, with ωB97M-V with the def2-TZVPD basis set.

Last column: Löwdin charge in e.
Geometry (Å):
C (-2.1576, -3.3289, -0.7602)  -0.059
O (-2.8350, -2.1617, -0.3497)  -0.063
C (-2.1831, -1.2983, 0.4732)  -0.180
C (-0.8958, -1.4601, 0.9427)  0.048
C (-0.3118, -0.5036, 1.7822)  -0.214
C (1.0572, -0.6334, 2.2422)  0.028
C (2.0579, -1.2402, 1.5781)  -0.137
C (3.3538, -1.2889, 2.1272)  -0.192
N (4.4193, -1.3035, 2.5525)  0.180
C (1.9649, -1.8238, 0.1873)  -0.484
O (2.2364, -2.9732, -0.0802)  0.089
N (1.5594, -0.9020, -0.7117)  0.087
C (1.6589, -1.0893, -2.1401)  -0.160
C (2.8641, -0.3495, -2.7299)  -0.164
C (2.7290, 1.1796, -2.6786)  -0.148
C (2.6492, 1.7079, -1.2726)  -0.260
C (1.4773, 2.2856, -0.7922)  -0.062
C (1.3830, 2.7073, 0.5237)  -0.089
C (2.4602, 2.5539, 1.3793)  -0.092
C (3.6377, 1.9964, 0.9081)  -0.078
C (3.7321, 1.5825, -0.4081)  -0.038
C (-1.0633, 0.5972, 2.1773)  -0.034
C (-2.3533, 0.7780, 1.7059)  0.001
C (-2.9181, -0.1516, 0.8520)  -0.170
O (-4.1732, -0.0786, 0.3205)  -0.046
C (-5.0137, 1.0009, 0.6513)  -0.077
C (-6.3537, 0.7988, -0.0781)  -0.508
O (-7.2443, 1.5915, 0.0069)  0.125
O (-6.4259, -0.3129, -0.7933)  0.147
H (-1.2410, -3.0904, -1.3076)  0.096
H (-2.8489, -3.8506, -1.4194)  0.098
H (-1.9139, -3.9707, 0.0912)  0.104
H (-0.3350, -2.3441, 0.6910)  0.112
H (1.2816, -0.1745, 3.1980)  0.135
H (1.3901, 0.0415, -0.3959)  0.107
H (1.7672, -2.1630, -2.3129)  0.121
H (0.7326, -0.7402, -2.6080)  0.125
H (2.9785, -0.6564, -3.7710)  0.113
H (3.7586, -0.6597, -2.1872)  0.116
H (3.5990, 1.6144, -3.1767)  0.120
H (1.8387, 1.4801, -3.2354)  0.113
H (0.6296, 2.4030, -1.4536)  0.115
H (0.4651, 3.1531, 0.8778)  0.102
H (2.3876, 2.8758, 2.4072)  0.104
H (4.4828, 1.8785, 1.5690)  0.107
H (4.6549, 1.1513, -0.7673)  0.120
H (-0.6310, 1.3320, 2.8386)  0.115
H (-2.9115, 1.6477, 2.0136)  0.111
H (-4.5902, 1.9621, 0.3329)  0.149
H (-5.2136, 1.0473, 1.7296)  0.150
H (-5.5929, -0.8174, -0.7298)  0.119

Properties
Energy relative to the best compared isomer or geometry (same formula, charge and spin)   2.205 eV
Spin multiplicity   1
Total energy   -1337.25043 Ha
Gap between HOMO and LUMO   8.339 eV
Structure (SMILES)   COc1cc(/C=C(/C#N)C(=O)NCCCc2ccccc2)ccc1OCC(=O)O
Highest occupied orbital energy   -8.74 eV
LUMO energy   -0.40 eV

***

Entry 4:
Computed, not measured: C54H79BCl3GeN8O2PbS4 as an isolated structure, with ωB97M-V with the def2-TZVPD basis set.

Last column: Löwdin charge in e.
Geometry (Å):
Pb (-0.1774, -0.7756, -1.0603)  1.082
C (2.9707, -6.8474, 0.8349)  -0.039
C (2.3601, -5.4485, 0.8771)  -0.512
C (1.1339, -5.4099, -0.0383)  -0.027
C (1.9837, -5.1295, 2.3261)  -0.060
N (3.3703, -4.4673, 0.3559)  0.039
C (4.5457, -4.8469, -0.2451)  0.005
C (5.1318, -3.7345, -0.7452)  -0.002
N (4.3304, -2.6648, -0.4600)  0.059
B (4.6241, -1.2808, -1.1191)  -0.550
N (3.9848, -1.0928, -2.5212)  0.024
C (4.6496, -0.2537, -3.3794)  -0.042
C (3.8980, -0.0986, -4.4847)  -0.029
N (2.7486, -0.8374, -4.3238)  0.015
C (2.8198, -1.4593, -3.1119)  -0.685
S (1.7045, -2.5647, -2.4312)  0.643
C (1.7718, -0.9304, -5.4568)  -0.526
C (2.2862, -2.0076, -6.4128)  -0.010
C (1.7373, 0.4367, -6.1524)  -0.029
C (0.3442, -1.2459, -5.0172)  -0.072
N (4.2958, -0.0709, -0.1894)  0.042
C (5.2356, 0.2482, 0.7693)  -0.057
C (5.0477, 1.5272, 1.1384)  -0.043
N (3.9635, 2.0167, 0.4413)  0.013
C (3.5091, 1.0219, -0.3807)  -0.628
S (2.1767, 1.1169, -1.4535)  0.704
C (3.5985, 3.4703, 0.4503)  -0.527
C (2.1009, 3.6963, 0.6653)  -0.053
C (4.3355, 4.1448, 1.6078)  -0.041
C (4.0772, 4.0730, -0.8734)  -0.018
C (3.2686, -3.1261, 0.2178)  -0.623
S (1.9534, -2.1149, 0.7618)  0.632
H (2.2473, -7.5390, 1.2615)  0.100
H (3.8813, -6.9100, 1.4321)  0.101
H (3.1739, -7.1742, -0.1853)  0.094
H (0.4198, -6.1668, 0.2839)  0.100
H (1.4181, -5.6161, -1.0717)  0.094
H (0.6402, -4.4396, -0.0057)  0.044
H (1.4381, -5.9768, 2.7404)  0.104
H (1.3341, -4.2621, 2.3883)  -0.015
H (2.8728, -4.9655, 2.9386)  0.079
H (4.8804, -5.8653, -0.2833)  0.127
H (6.0551, -3.6349, -1.2881)  0.140
H (5.8057, -1.2654, -1.2988)  0.128
H (5.6086, 0.1677, -3.1336)  0.137
H (4.0997, 0.4928, -5.3574)  0.128
H (3.2860, -1.7607, -6.7718)  0.092
H (1.6239, -2.0858, -7.2753)  0.099
H (2.3264, -2.9785, -5.9168)  0.092
H (2.6322, 0.6238, -6.7446)  0.083
H (1.6159, 1.2410, -5.4241)  0.092
H (0.8907, 0.4621, -6.8359)  0.095
H (0.2355, -2.2518, -4.6304)  0.043
H (-0.3053, -1.1426, -5.8870)  0.094
H (0.0157, -0.5315, -4.2570)  0.068
H (5.9779, -0.4598, 1.0945)  0.129
H (5.5976, 2.1063, 1.8555)  0.123
H (1.7568, 3.1661, 1.5557)  0.073
H (1.5062, 3.3740, -0.1794)  0.030
H (1.9233, 4.7628, 0.8093)  0.085
H (4.1493, 3.6384, 2.5568)  0.093
H (3.9638, 5.1634, 1.7016)  0.097
H (5.4092, 4.2055, 1.4272)  0.092
H (3.5555, 3.6254, -1.7201)  0.059
H (5.1493, 3.9073, -0.9944)  0.095
H (3.8957, 5.1478, -0.8747)  0.098
C (-4.8162, -0.5563, 5.7931)  -0.053
C (-4.0725, 0.4254, 4.8809)  -0.546
C (-5.0806, 1.4480, 4.3385)  -0.033
C (-3.0117, 1.1513, 5.7312)  -0.027
C (-3.3366, -0.2663, 3.7419)  -0.122
C (-2.7913, 0.4624, 2.7250)  0.042
C (-1.9859, -0.1487, 1.7366)  -0.145
N (-1.4409, 0.4869, 0.7040)  0.073
C (-1.3532, 1.7988, 0.4789)  -0.176
C (-1.2779, 2.7932, 1.4785)  0.011
C (-1.3099, 4.1195, 1.1622)  -0.139
C (-1.3415, 4.4735, -0.2215)  0.063
C (-1.3128, 3.5806, -1.2563)  -0.074
C (-1.3049, 2.1696, -0.9411)  -0.291
O (-1.2863, 1.2616, -1.8218)  -0.190
C (-1.2611, 4.0418, -2.7145)  -0.526
C (-2.4915, 3.5124, -3.4723)  -0.030
C (0.0359, 3.5334, -3.3735)  -0.043
C (-1.2563, 5.5673, -2.8266)  -0.057
C (-1.3345, 5.1593, 2.2773)  -0.542
C (-0.0891, 5.0103, 3.1660)  -0.034
C (-1.3691, 6.5928, 1.7407)  -0.051
C (-2.5955, 4.9295, 3.1288)  -0.032
C (-1.7725, -1.6169, 1.7572)  -0.266
O (-0.9048, -2.1031, 0.9894)  -0.235
C (-2.5397, -2.3843, 2.7194)  -0.069
C (-3.1959, -1.6854, 3.6932)  0.054
C (-2.6995, -3.9144, 2.7313)  -0.525
C (-2.0273, -4.6355, 1.5637)  -0.057
C (-2.1246, -4.4886, 4.0356)  -0.039
C (-4.2057, -4.2300, 2.6592)  -0.034
H (-5.3481, 0.0059, 6.5598)  0.093
H (-4.1250, -1.2295, 6.3029)  0.088
H (-5.5512, -1.1451, 5.2408)  0.095
H (-5.6358, 1.8867, 5.1681)  0.093
H (-5.7950, 0.9703, 3.6660)  0.098
H (-4.5943, 2.2653, 3.8044)  0.067
H (-3.4961, 1.6548, 6.5695)  0.095
H (-2.4716, 1.8980, 5.1457)  0.070
H (-2.2870, 0.4393, 6.1307)  0.093
H (-3.0040, 1.5166, 2.6343)  0.104
H (-1.1657, 2.4701, 2.5049)  0.116
H (-1.3483, 5.5268, -0.4588)  0.092
H (-2.5063, 2.4253, -3.4893)  0.060
H (-2.4752, 3.8815, -4.4997)  0.090
H (-3.4106, 3.8669, -3.0017)  0.096
H (0.1205, 2.4510, -3.3151)  0.045
H (0.9060, 3.9729, -2.8795)  0.082
H (0.0548, 3.8319, -4.4239)  0.092
H (-2.1651, 6.0086, -2.4127)  0.094
H (-1.2046, 5.8475, -3.8789)  0.094
H (-0.3888, 6.0008, -2.3251)  0.091
H (0.8175, 5.1983, 2.5887)  0.065
H (-0.0183, 4.0169, 3.6121)  0.080
H (-0.1284, 5.7392, 3.9769)  0.096
H (-0.4775, 6.8202, 1.1525)  0.090
H (-1.3942, 7.2901, 2.5778)  0.093
H (-2.2574, 6.7735, 1.1332)  0.094
H (-2.5577, 3.9702, 3.6493)  0.062
H (-3.4915, 4.9515, 2.5058)  0.097
H (-2.6827, 5.7142, 3.8818)  0.094
H (-3.7066, -2.2584, 4.4529)  0.100
H (-0.9530, -4.4864, 1.5818)  0.049
H (-2.4085, -4.2833, 0.6068)  0.053
H (-2.2337, -5.7051, 1.6451)  0.096
H (-1.0521, -4.2962, 4.1031)  0.031
H (-2.2836, -5.5682, 4.0612)  0.095
H (-2.6035, -4.0613, 4.9170)  0.084
H (-4.6583, -3.7442, 1.7925)  0.094
H (-4.7377, -3.9040, 3.5528)  0.082
H (-4.3496, -5.3074, 2.5631)  0.092
S (-2.0625, -2.6428, -1.8031)  0.654
C (-3.0173, -2.2259, -3.1538)  -0.676
N (-3.8519, -3.1863, -3.6298)  0.064
C (-4.6899, -3.0155, -4.6769)  -0.039
C (-4.7251, -1.8233, -5.3322)  -0.032
C (-3.8820, -0.7923, -4.8840)  -0.012
C (-3.0455, -0.9839, -3.8134)  -0.068
H (-3.8306, -4.0733, -3.1427)  0.151
H (-5.3035, -3.8606, -4.9520)  0.141
H (-5.3910, -1.6795, -6.1688)  0.121
H (-3.8968, 0.1646, -5.3896)  0.126
H (-2.4114, -0.1909, -3.4432)  0.081
Cl (2.2110, 0.4723, 3.2196)  0.230
Ge (2.3898, -1.6372, 2.9564)  -0.368
Cl (4.3422, -2.3391, 3.4608)  0.247
Cl (0.9240, -2.4830, 4.2510)  0.293

Properties
Energy relative to the best compared isomer or geometry (same formula, charge and spin)   0.000 eV
Net charge   +2
Spin multiplicity   2
Total energy   -7961.43756 Ha
Gap between HOMO and LUMO (alpha / beta)   5.474 / 3.836 eV
Expectation value of S²   1.04
Highest occupied orbital energy (alpha / beta)   -11.51 / -11.24 eV
LUMO energy (alpha / beta)   -6.04 / -7.40 eV